# 1
{"formula": "C29H40InN6OS2", "method": "ωB97M-V/def2-TZVPD", "e_tot_ha": -2519.1723, "de_lowest_kcal_mol": 0.0, "orbital_gap_ev": 7.706, "total_charge": 1, "species": ["In", "N", "C", "C", "C", "C", "N", "H", "H", "H", "H", "H", "H", "H", "H", "H", "H", "H", "H", "C", "C", "C", "C", "C", "C", "C", "C", "S", "C", "N", "C", "C", "C", "C", "C", "C", "C", "C", "H", "H", "H", "H", "H", "H", "H", "H", "H", "H", "H", "H", "H", "H", "H", "H", "C", "N", "C", "C", "O", "H", "H", "H", "H", "H", "H", "H", "C", "C", "C", "C", "N", "C", "S", "N", "H", "H", "H", "H", "H"], "positions_angstrom": [[0.8967, -0.7545, 0.6697], [1.8027, 0.9335, 2.0140], [2.9650, 0.7409, 2.9395], [3.3232, 1.9953, 3.6730], [4.3781, 2.9237, 3.0030], [3.7253, 4.1467, 2.3437], [2.8651, 3.6770, 1.2682], [2.0584, 1.8147, 1.4945], [0.9885, 1.1961, 2.6137], [3.8288, 0.4307, 2.3125], [2.6244, 0.0077, 3.7005], [3.7852, 1.6611, 4.6138], [2.4760, 2.6010, 3.9274], [5.0416, 2.3029, 2.3978], [5.0460, 3.2583, 3.7955], [4.5786, 4.6713, 1.9214], [3.2124, 4.7558, 3.0728], [3.4019, 3.3564, 0.4449], [2.1657, 4.3103, 0.8933], [-5.5681, 3.3275, -0.7130], [-4.0678, 2.9702, -0.5655], [-3.3648, 3.9709, 0.3138], [-3.3637, 2.8992, -1.9198], [-3.9710, 1.6051, 0.1440], [-5.1277, 0.9935, 0.6979], [-5.1148, -0.3421, 1.1826], [-3.8992, -1.0490, 1.1443], [-3.5792, -2.6256, 1.8732], [-1.8178, -2.3600, 1.4402], [-1.5348, -1.1054, 1.0602], [-2.7268, -0.3823, 0.7315], [-2.7887, 0.8943, 0.1411], [-0.7526, -3.3211, 1.5721], [-0.8623, -4.6494, 2.0462], [0.2622, -5.5303, 2.0718], [1.5098, -5.0721, 1.6864], [1.6229, -3.7346, 1.2001], [0.5708, -2.8626, 1.2727], [-5.8033, 4.0770, -1.4689], [-6.0971, 3.6484, 0.2117], [-6.0313, 2.4295, -1.1054], [-3.4461, 5.0189, -0.0772], [-2.2785, 3.7711, 0.3901], [-3.7985, 3.9305, 1.3080], [-3.5735, 3.8677, -2.4922], [-3.6763, 2.0961, -2.5990], [-2.2554, 2.8273, -1.8293], [-5.9825, 1.6444, 0.8588], [-6.0229, -0.8526, 1.6007], [-1.8636, 1.3249, -0.2687], [-1.7504, -5.0084, 2.4328], [0.1894, -6.5860, 2.3100], [2.3988, -5.6814, 1.6859], [2.5290, -3.3641, 0.7489], [5.7107, -1.4563, -1.0397], [4.5452, -1.1921, -1.8363], [4.5853, -0.9658, -3.2868], [3.3207, -1.4634, -1.3599], [3.0404, -1.3757, -0.1358], [6.5131, -0.7696, -1.2976], [6.0623, -2.4682, -1.0837], [5.4048, -1.2216, -0.0205], [3.9493, -1.7219, -3.7726], [5.6177, -1.0875, -3.6494], [4.2196, 0.0456, -3.5028], [2.5260, -1.6606, -2.1321], [-3.5324, -1.5152, -3.9971], [-2.2024, -1.7839, -3.3688], [-1.6391, -3.0810, -3.3000], [-0.3831, -3.2055, -2.7454], [0.2260, -2.1467, -2.1840], [-0.3453, -0.9264, -2.3134], [0.4531, 0.4532, -1.5236], [-1.5309, -0.7216, -2.9045], [-4.0216, -0.6493, -3.4722], [-4.1071, -2.4789, -3.8883], [-3.5015, -1.3601, -5.0671], [-2.1917, -3.9076, -3.6466], [0.1532, -4.1382, -2.6571]], "forces_ev_per_a": [[-0.20, -0.86, -0.94], [-0.79, 0.44, -0.11], [-0.70, -0.73, -0.26], [1.87, 0.43, 0.53], [-0.85, -0.29, 1.24], [1.70, -1.18, -1.02], [-0.66, -0.82, -1.22], [-0.57, -0.52, 0.23], [0.81, -0.04, -0.62], [-0.61, -0.37, 0.64], [0.63, -0.06, -0.77], [-0.29, 0.11, -0.08], [-0.75, 0.13, 0.25], [-0.19, 0.32, -0.69], [-0.01, 0.33, 0.07], [-0.09, 0.83, 0.09], [-0.26, 0.07, 0.05], [-0.18, 0.39, 0.79], [0.27, 0.26, 0.40], [-0.14, -0.01, -0.34], [-0.43, -0.45, 0.35], [0.75, 1.40, -0.02], [0.27, 1.39, -1.33], [-0.84, -0.77, -0.48], [0.58, -0.89, 0.87], [-0.33, 0.45, -0.22], [-0.28, 0.78, 0.51], [2.00, 0.79, -1.42], [-1.27, 2.45, 0.55], [-1.75, -1.37, -0.91], [0.39, -0.64, 0.85], [0.93, -0.31, 0.49], [2.17, -1.23, 1.19], [2.26, 0.60, -0.99], [-0.17, 0.86, -0.21], [-0.40, 1.44, -0.99], [0.02, -1.05, 0.83], [-0.78, 0.84, -0.78], [0.55, 0.31, 0.06], [0.59, -0.35, -0.43], [-0.48, -0.11, 0.05], [-0.11, -0.83, 0.27], [-0.48, -0.09, 0.03], [0.03, 0.19, 0.24], [0.33, -1.14, 0.79], [-0.14, -0.02, 0.43], [-0.76, -0.01, 0.07], [-0.12, -0.66, -0.19], [0.92, 0.83, -0.47], [-0.48, -0.25, 0.21], [-1.97, -0.70, 0.40], [-0.42, 0.23, 0.39], [-0.06, -0.35, -0.01], [0.37, -0.18, 0.39], [0.06, 1.49, 0.89], [-1.30, -1.00, -0.88], [0.49, -0.44, -0.06], [-0.39, 1.16, 0.65], [0.20, -0.38, -0.84], [0.06, -0.04, -0.13], [0.07, -0.63, -0.26], [0.30, -0.20, 0.13], [0.24, 0.41, -0.08], [-0.45, 0.10, 0.11], [0.16, -0.31, -0.11], [0.54, 0.25, 0.78], [-1.03, -0.97, 1.13], [1.19, 0.03, -0.17], [0.08, 1.38, 0.20], [-0.34, 1.10, 0.62], [0.36, 0.69, -0.38], [-0.73, -1.56, 0.31], [0.14, -0.22, 0.51], [0.30, 0.08, 0.15], [0.35, -0.97, -0.66], [0.07, 1.15, 0.06], [0.35, 0.36, -0.22], [-0.44, -0.90, -0.44], [-0.09, -0.22, -0.06]], "lowdin_charge": [0.83, -0.04, -0.23, -0.20, -0.19, -0.26, -0.02, 0.07, 0.11, 0.12, 0.13, 0.12, 0.11, 0.11, 0.11, 0.11, 0.12, 0.10, 0.09, -0.06, -0.56, -0.06, -0.05, -0.17, -0.01, -0.06, -0.47, 1.08, -0.45, 0.02, -0.26, 0.01, -0.25, -0.01, -0.06, -0.05, -0.11, -0.17, 0.08, 0.10, 0.08, 0.11, 0.08, 0.09, 0.11, 0.08, 0.08, 0.10, 0.12, 0.07, 0.08, 0.11, 0.10, 0.07, -0.03, -0.17, -0.02, -0.28, -0.14, 0.10, 0.09, 0.09, 0.10, 0.10, 0.10, 0.12, -0.03, -0.31, 0.00, -0.10, 0.03, -0.77, 0.61, 0.11, 0.09, 0.10, 0.08, 0.10, 0.11]}


# 2
{"formula": "BrCeH3O3P2S", "method": "ωB97M-V/def2-TZVPD", "e_tot_ha": -4356.3659, "orbital_gap_ev": [5.928, 6.628], "spin_multiplicity": 2, "s2": 0.75, "total_charge": 3, "species": ["O", "P", "O", "O", "P", "S", "Br", "H", "H", "H", "Ce"], "positions_angstrom": [[0.5094, -1.0964, 2.1843], [0.2073, 0.0443, 1.3494], [1.4549, 0.9295, 1.0154], [-0.9139, 0.9810, 1.8568], [-0.6030, -1.0878, -0.3995], [0.5518, -0.2721, -2.1667], [-2.7298, -0.4558, -0.9084], [2.1749, 0.3997, 0.6484], [-0.5838, 1.4810, 2.6287], [1.2286, -1.3735, -2.5903], [-1.2965, 0.4500, -3.6182]], "forces_ev_per_a": [[-0.16, -1.53, -0.61], [0.56, 0.78, 1.84], [-0.70, 0.23, -1.21], [0.13, 0.55, -0.64], [0.05, -1.25, 0.74], [2.05, -0.23, 0.98], [0.38, 0.61, -0.97], [0.71, 0.12, 0.42], [-0.50, 0.31, 0.26], [-0.05, -0.11, -0.05], [-2.47, 0.52, -0.77]], "nbo_charge": [-0.92, 2.12, -0.93, -0.97, 0.42, -0.44, -0.04, 0.54, 0.57, 0.32, 2.35]}


# 3
{"formula": "C34H27AsBrN3NaO5S", "method": "ωB97M-V/def2-TZVPD", "e_tot_ha": -7222.6477, "de_lowest_kcal_mol": 13.1, "orbital_gap_ev": 6.141, "total_charge": -1, "species": ["Na", "O", "C", "O", "C", "C", "C", "C", "C", "N", "H", "H", "H", "H", "O", "N", "C", "C", "C", "C", "C", "S", "H", "H", "H", "H", "O", "C", "C", "C", "N", "C", "Br", "C", "H", "H", "H", "H", "O", "As", "C", "C", "C", "C", "C", "C", "C", "C", "C", "C", "C", "C", "C", "C", "C", "C", "C", "C", "H", "H", "H", "H", "H", "H", "H", "H", "H", "H", "H", "H", "H", "H", "H"], "positions_angstrom": [[-8.4501, 5.8824, 16.5118], [-7.9745, 1.7964, 18.0407], [-7.9412, 2.9352, 17.5365], [-8.5009, 3.9881, 17.9271], [-7.1220, 3.0353, 16.1980], [-6.5758, 1.8696, 15.6900], [-5.8868, 1.9127, 14.5136], [-5.7311, 3.1205, 13.8664], [-6.3422, 4.2363, 14.4469], [-7.0391, 4.2260, 15.5894], [-6.8446, 0.9256, 16.1091], [-5.4361, 1.0265, 14.0690], [-5.1006, 3.2130, 12.9776], [-6.3469, 5.1724, 13.9623], [-5.7846, 8.2036, 15.8678], [-5.0503, 7.7759, 14.9036], [-3.7250, 7.6318, 15.1075], [-2.8696, 7.2022, 14.1332], [-3.4255, 6.8228, 12.8798], [-4.7617, 6.9573, 12.6969], [-5.6248, 7.4048, 13.7008], [-7.3263, 7.4172, 13.6288], [-3.4147, 7.9717, 16.0450], [-1.7822, 7.1197, 14.2613], [-2.7760, 6.4614, 12.0701], [-5.1721, 6.6914, 11.7556], [-12.9942, 9.5767, 12.9171], [-12.1666, 8.8403, 13.6631], [-11.0226, 9.3643, 14.2615], [-10.1749, 8.5345, 15.0012], [-10.3248, 7.1782, 15.0527], [-11.3779, 6.7190, 14.3895], [-11.5159, 4.8465, 14.4476], [-12.3671, 7.4782, 13.7594], [-12.7061, 10.5176, 12.8425], [-10.8532, 10.4777, 14.3098], [-9.2727, 8.9320, 15.4530], [-13.2359, 6.9837, 13.3410], [-8.4810, 7.8753, 17.8016], [-7.1580, 8.2669, 18.7651], [-6.4402, 10.0014, 18.4114], [-5.7630, 10.6199, 19.4638], [-5.2416, 11.8841, 19.2334], [-5.3909, 12.5102, 18.0069], [-6.1309, 11.9253, 16.9939], [-6.6310, 10.6309, 17.1786], [-7.6616, 8.3368, 20.6339], [-6.6721, 8.3486, 21.6208], [-7.0216, 8.5061, 22.9447], [-8.3616, 8.5986, 23.3464], [-9.3125, 8.5907, 22.3754], [-8.9903, 8.4940, 20.9992], [-5.7363, 6.9711, 18.9568], [-5.9671, 5.6951, 19.5076], [-4.9939, 4.7085, 19.3630], [-3.7910, 5.0237, 18.7589], [-3.5100, 6.3270, 18.4071], [-4.5022, 7.2996, 18.4555], [-5.6828, 10.2004, 20.4489], [-4.7455, 12.4098, 20.0646], [-5.0305, 13.5141, 17.8408], [-6.3823, 12.4647, 16.0754], [-7.1286, 10.0578, 16.3832], [-5.6566, 8.1987, 21.3490], [-6.2411, 8.4938, 23.6954], [-8.6097, 8.7614, 24.3917], [-10.3808, 8.7085, 22.6234], [-9.7602, 8.4495, 20.2169], [-6.9253, 5.4448, 19.9535], [-5.1903, 3.7124, 19.6347], [-3.0583, 4.2623, 18.5765], [-2.5367, 6.6061, 18.0351], [-4.3084, 8.3319, 18.0697]], "forces_ev_per_a": [[-0.04, 0.27, 0.05], [0.10, 0.47, -0.05], [-0.04, -0.39, -0.32], [0.16, 0.25, -0.15], [-0.76, 0.18, 1.13], [-0.60, -0.13, -0.26], [0.85, -0.18, -0.90], [0.17, 0.73, 0.31], [0.04, -0.63, -0.08], [0.55, -1.11, -0.28], [0.11, -0.25, 0.72], [-0.18, -0.03, 0.18], [-0.45, 0.09, 0.21], [0.19, 0.80, -0.55], [-0.12, 0.30, 0.55], [0.12, -0.51, -0.40], [0.15, 0.15, -1.12], [0.35, -0.73, -1.31], [1.42, 0.32, 0.71], [0.05, -0.05, -0.02], [-0.93, 0.22, 0.67], [0.00, 0.25, -0.49], [0.43, 0.32, 1.23], [-0.63, 0.14, 0.33], [-0.33, 0.17, 0.41], [-0.59, -0.17, -0.58], [-0.72, 1.36, -0.51], [1.33, -0.20, 0.17], [0.40, 1.09, 1.21], [-0.20, -0.71, -0.89], [-0.39, 1.41, -0.49], [0.13, 0.57, 0.79], [-0.26, -0.43, -0.13], [0.06, -0.82, -0.05], [-0.11, -1.20, 0.31], [-0.11, -1.30, -0.31], [-0.18, -0.14, 0.23], [0.14, 0.16, -0.12], [1.17, 0.24, 0.81], [-1.28, -1.13, -0.32], [0.23, 0.01, 0.14], [-0.14, 0.78, -0.89], [0.51, 0.33, 0.78], [-0.47, 0.39, -0.18], [-0.49, -0.70, -0.21], [-0.02, -0.32, 0.01], [-0.42, 0.56, 0.04], [-0.98, -0.10, 0.16], [0.07, -0.32, 0.57], [1.15, 0.41, 0.12], [-1.87, 0.24, -1.47], [0.05, -0.45, 0.46], [-0.51, -0.31, 0.03], [-0.11, 0.20, -0.52], [-0.28, 1.25, -0.39], [0.16, 0.23, 0.23], [0.03, 0.48, -0.28], [0.85, 0.89, -0.39], [0.03, -0.23, 0.07], [-0.14, -0.26, -0.53], [0.21, 0.11, 0.17], [0.39, -0.22, 0.27], [0.19, 0.44, 0.34], [0.79, -0.09, -0.13], [0.02, 0.07, 0.03], [-0.01, -0.21, -0.15], [0.62, -0.15, 0.01], [0.27, 0.15, 0.46], [0.03, 0.01, -0.16], [-0.36, -1.07, 0.45], [0.27, -0.31, 0.06], [0.17, -0.11, -0.16], [-0.22, -1.12, 0.35]], "lowdin_charge": [0.30, -0.04, -0.65, -0.07, -0.17, -0.03, -0.10, -0.06, -0.13, 0.11, 0.10, 0.10, 0.10, 0.01, -0.19, -0.23, -0.05, -0.08, -0.11, -0.14, -0.73, 0.60, 0.09, 0.10, 0.10, 0.09, 0.06, -0.35, -0.01, -0.14, 0.02, -0.75, 0.78, -0.05, 0.13, 0.13, 0.08, 0.11, -0.48, 1.23, -0.29, -0.09, -0.10, -0.10, -0.07, -0.07, -0.30, -0.13, -0.08, -0.10, -0.10, -0.06, -0.30, -0.06, -0.06, -0.08, -0.09, -0.12, 0.08, 0.11, 0.10, 0.11, 0.10, 0.09, 0.10, 0.10, 0.11, 0.11, 0.12, 0.10, 0.10, 0.10, 0.11]}


# 4
{"formula": "C21H39NOP2Zr", "method": "ωB97M-V/def2-TZVPD", "e_tot_ha": -1683.0101, "de_lowest_kcal_mol": 39.3, "orbital_gap_ev": 6.065, "total_charge": 0, "species": ["Zr", "P", "P", "N", "H", "C", "H", "H", "H", "C", "H", "H", "H", "C", "H", "H", "H", "C", "H", "H", "H", "C", "H", "H", "H", "C", "H", "H", "H", "C", "C", "C", "C", "C", "C", "H", "H", "H", "H", "H", "C", "O", "C", "H", "H", "H", "C", "H", "H", "H", "C", "C", "C", "C", "C", "C", "H", "H", "H", "H", "H", "H", "H", "H", "H"], "positions_angstrom": [[0.0790, -0.0881, -0.0397], [2.4510, -0.4617, -0.9898], [-2.2393, 0.5573, 1.2569], [-0.8324, 0.0312, -1.7079], [-0.1286, -1.6545, 0.7418], [2.9998, -2.1690, -1.0833], [3.9698, -2.1354, -1.5853], [2.2695, -2.7425, -1.6677], [3.0805, -2.5995, -0.0779], [3.7090, 0.5089, -0.1476], [4.6466, 0.2631, -0.6534], [3.7624, 0.2672, 0.9204], [3.4758, 1.5754, -0.2539], [2.3632, 0.1590, -2.6763], [3.3695, 0.0329, -3.0821], [2.0643, 1.2145, -2.6848], [1.6273, -0.4108, -3.2551], [-3.1013, -0.9058, 1.8982], [-4.0505, -0.5623, 2.3248], [-2.4973, -1.4253, 2.6512], [-3.3000, -1.6059, 1.0759], [-2.1146, 1.7437, 2.6163], [-3.0961, 1.8435, 3.0810], [-1.6638, 2.6722, 2.2519], [-1.4174, 1.3900, 3.3862], [-3.3463, 1.3377, 0.0615], [-4.2770, 1.5528, 0.6013], [-3.5256, 0.6655, -0.7869], [-2.8829, 2.2625, -0.3064], [-1.2967, 0.1986, -2.9339], [-2.2069, -0.7432, -4.9575], [-1.6922, -0.9460, -3.6947], [-1.3875, 1.5276, -3.4611], [-1.9105, 1.6931, -4.7268], [-2.3143, 0.5650, -5.4628], [-2.5194, -1.6164, -5.5312], [-1.5688, -1.9217, -3.2044], [-1.0416, 2.3445, -2.8114], [-1.9972, 2.7053, -5.1243], [-2.7226, 0.7067, -6.4562], [1.5002, -0.2660, 2.9852], [1.2966, 0.5362, 1.8585], [2.1083, -1.6056, 2.6337], [2.2662, -2.2517, 3.5103], [3.0657, -1.5409, 2.0982], [1.4246, -2.1635, 1.9821], [2.0842, 0.4463, 4.1725], [1.7623, -0.1051, 5.0616], [1.6416, 1.4497, 4.1788], [3.1588, 0.4084, 4.3888], [-1.8645, -0.0537, 5.2467], [-0.3546, -0.1687, 5.0107], [0.0970, 1.1087, 5.9470], [-0.0374, -1.6334, 5.4073], [0.0757, -0.3755, 3.5038], [-0.2733, 0.0274, 2.2854], [-1.9266, -0.3550, 6.3198], [-2.3318, -0.7666, 4.5461], [-2.1896, 1.0029, 5.1117], [-0.3074, 0.9296, 6.9619], [1.1419, 1.4341, 6.1781], [-0.3712, 2.0783, 5.6489], [-0.6729, -2.2675, 4.7519], [0.9724, -2.0601, 5.2485], [-0.3361, -1.8000, 6.4389]], "forces_ev_per_a": [[-2.59, 1.65, 1.65], [-0.78, 0.24, 0.14], [1.07, 0.64, -2.56], [1.61, -0.78, 1.59], [-0.33, -1.52, -0.24], [0.34, -0.03, -0.15], [0.05, -0.50, 0.03], [0.24, 0.12, 0.12], [0.04, 0.10, -0.30], [0.64, -0.14, -0.21], [0.29, 0.38, 0.26], [-0.05, 0.02, -0.36], [0.11, -0.25, 0.00], [0.67, -0.12, -0.30], [-0.07, 0.24, -0.52], [0.11, -0.27, 0.01], [0.15, 0.11, 0.18], [-0.22, 0.00, -0.01], [0.03, -0.26, 0.10], [-0.15, 0.18, -0.26], [0.07, 0.27, 0.17], [-0.21, 0.13, 0.64], [-0.08, 0.61, -0.04], [-0.51, 0.06, -0.07], [-0.61, 0.28, -0.52], [-1.45, 0.18, 0.68], [-0.35, 0.32, -0.61], [0.10, 0.15, 0.25], [-0.12, -0.28, 0.15], [-0.49, 0.32, -0.79], [0.08, 0.35, 0.01], [0.21, 0.88, 0.44], [-0.07, -1.01, 0.16], [-0.04, -0.36, -0.09], [-0.15, 0.05, -0.33], [-0.01, 0.37, -0.11], [-0.16, 0.43, -0.40], [-0.24, -0.32, -0.45], [-0.08, -0.33, -0.15], [0.00, 0.01, 0.01], [1.09, -0.82, 3.51], [-0.17, -0.14, -1.70], [0.26, -0.86, -0.14], [0.04, 0.40, -0.10], [-0.07, 0.28, 0.27], [0.03, 0.20, 0.05], [1.97, -0.14, 0.52], [0.15, 0.31, -0.48], [0.62, -0.25, 0.10], [0.38, 0.62, -1.00], [0.35, -0.18, -0.09], [0.14, -0.62, -0.89], [0.46, 0.18, 0.58], [-0.07, -0.59, 0.82], [-0.50, 2.61, -0.12], [0.56, -1.25, 0.87], [-0.81, 0.19, -0.87], [-0.46, 0.49, 0.72], [-0.20, -1.12, 0.20], [-0.14, -0.24, -0.51], [-0.67, -0.91, -0.57], [0.02, -0.95, -0.33], [0.16, 0.38, 0.54], [-0.29, 0.79, 0.20], [0.10, -0.31, 0.33]], "nbo_charge": [1.51, 0.87, 0.98, -1.01, -0.38, -0.93, 0.23, 0.26, 0.26, -0.93, 0.22, 0.26, 0.25, -0.93, 0.22, 0.26, 0.28, -0.93, 0.22, 0.25, 0.26, -0.96, 0.22, 0.25, 0.27, -0.97, 0.20, 0.26, 0.24, 0.17, -0.18, -0.29, -0.29, -0.20, -0.30, 0.20, 0.21, 0.20, 0.20, 0.20, 0.22, -0.74, -0.64, 0.21, 0.20, 0.24, -0.63, 0.22, 0.22, 0.20, -0.62, -0.04, -0.64, -0.62, -0.20, 0.03, 0.21, 0.21, 0.22, 0.21, 0.22, 0.22, 0.22, 0.22, 0.20]}